This record from OMol25 describes 2 unconnected molecules or ions with the total composition C3H2Cl2N2 at a distorted geometry. The level of theory is ωB97M-V/def2-TZVPD.

XYZ file:
```
9
Properties=species:S:1:pos:R:3:forces:R:3
C 0.27201 1.20743 -0.27965 -3.47 -0.15 0.53
C -1.08215 0.57409 -0.02636 1.59 -1.40 -1.21
C 1.17959 0.29734 0.30247 0.51 -2.41 2.13
N -0.69435 -0.61546 -0.60157 -1.95 2.95 2.00
N 0.57969 -0.14407 -0.92741 0.89 -0.43 -1.64
Cl -2.65048 0.91924 0.55763 0.90 0.06 -0.28
Cl 2.81863 0.50115 0.48943 1.22 0.15 -0.02
H 0.86591 -1.42569 1.49018 -0.04 1.85 -1.00
H -1.28886 -1.31402 -1.00471 0.34 -0.61 -0.53
```
Forces are in eV/Å.

## Properties
Charge: 0
Energy relative to the best compared isomer or geometry (same formula, charge and spin): 9.547 eV
E_tot: -31158.896 eV
F_max: 4.06 eV/Å
E_LUMO (alpha / beta): -0.625 / -0.525 eV
Gap between HOMO and LUMO (alpha / beta): 0.31904 / 0.30116 Eh

Here are the Mulliken charges for atoms 1 to 4, given in e: atom 1 (C): -0.632, atom 2 (C): 0.410, atom 3 (C): 0.427, atom 4 (N): -0.022

***

This record from OMol25 describes 12 unconnected molecules or ions with the total composition C5H34NO11S2 at a distorted geometry. The level of theory is ωB97M-V/def2-TZVPD.

XYZ file:
```
53
Properties=species:S:1:pos:R:3:forces:R:3
C -2.77426 -0.83410 -0.10851 2.66 0.88 -1.79
C -2.83598 -2.27885 0.46910 -1.17 0.55 0.95
S -2.03555 -2.45223 2.09669 -0.44 0.36 1.13
C -1.75752 -0.93414 -1.42777 -1.10 -0.17 1.23
N -0.40841 -0.63464 -0.87059 -1.22 1.96 -0.86
C 0.28598 0.64056 -1.53276 -0.38 -3.26 2.59
C 0.55990 0.36450 -2.93877 -1.98 1.30 -4.02
S 1.55730 1.78468 -3.40234 0.96 0.34 -1.24
H -3.74302 -0.40619 -0.42649 0.27 -0.49 0.40
H -2.17476 -0.00555 0.55066 -1.79 -2.29 -1.30
H -3.89565 -2.66536 0.50834 0.88 0.66 0.48
H -2.33966 -3.08851 -0.03621 0.43 0.34 -1.20
H -1.22447 -1.35133 2.18596 -0.93 -0.63 -0.46
H -2.08897 -0.34470 -2.30339 0.44 0.96 0.87
H -1.83325 -1.90101 -1.99363 0.06 0.35 1.50
H 0.17063 -1.44858 -0.87555 0.62 0.07 -0.68
H 1.24755 0.67736 -0.96630 -0.68 0.19 -0.53
H -0.25787 1.59436 -1.33527 0.08 -1.14 -0.28
H -0.37063 0.37608 -3.71993 1.31 0.26 2.25
H 0.95467 -0.58953 -3.29359 0.79 -0.22 1.02
H 0.40969 -1.55796 1.08282 -0.25 0.59 0.55
H 1.05103 -0.84798 2.38560 -0.43 -3.00 -1.96
O 0.88087 -1.78151 1.90889 1.14 2.96 1.35
H -0.45176 -3.46762 -2.44014 1.01 -4.17 8.36
H -0.18580 -2.22018 -3.15166 0.29 0.60 0.03
O -0.55608 -3.09648 -3.18802 -1.14 3.26 -8.78
H 0.84858 -4.37865 -0.16427 -1.45 -0.36 3.19
H 0.93741 -4.78238 1.31186 0.34 -0.36 0.78
O 0.32373 -4.33461 0.74418 0.31 -0.83 -2.91
H -2.24958 3.79841 -1.18477 0.14 -1.39 -0.31
H -0.99173 4.76222 -1.15057 -1.36 -0.57 -0.27
O -1.97396 4.68660 -1.06338 1.23 2.18 0.27
H 2.42060 0.92212 1.14634 0.58 -0.88 -0.15
H 1.84776 2.25126 0.87636 -0.02 0.79 -0.25
O 1.94923 1.62185 1.58823 -0.57 0.12 0.69
H 1.16115 1.16066 3.99388 0.08 0.30 -0.35
H -0.27796 1.38283 4.62431 3.53 -0.85 0.72
O 0.72610 1.14780 4.85088 -3.49 0.56 -0.48
H 1.49834 -2.68433 0.33392 1.06 -1.18 -3.06
H 0.97470 -3.15774 -1.11077 -0.60 0.47 -0.66
O 1.78907 -3.01486 -0.65183 0.92 1.87 2.64
H -1.25341 3.80539 0.65473 0.25 -0.77 -0.32
H -0.14531 2.67182 0.43845 -0.73 0.37 0.18
O -1.05528 2.84983 0.75959 0.49 0.19 0.13
H -0.77387 3.58473 2.49469 0.71 -0.40 -2.74
H -1.21858 3.07977 3.69118 -0.91 -1.73 1.54
O -0.94445 3.89233 3.34804 0.12 2.19 1.45
H 3.35272 -0.76797 -0.46047 0.05 0.71 0.93
H 4.04216 -1.11542 0.88022 -1.26 2.10 -0.95
O 3.56181 -0.33941 0.41101 1.19 -2.89 -0.17
H 2.82641 2.45769 -1.03717 -0.93 1.22 -0.60
H 2.15511 3.69847 -1.63568 -0.72 1.56 -4.42
O 2.28530 3.27046 -0.86609 1.56 -2.66 5.49
```
Forces are in eV/Å.

## Properties
Charge: -1
Energy relative to the best compared isomer or geometry (same formula, charge and spin): 2.684 eV
E_tot: -51416.665 eV
F_max: 9.44 eV/Å
E_LUMO: 2.191 eV
Gap between HOMO and LUMO: 0.21398 Eh

Here are the Mulliken charges for atoms 1 to 4, given in e: atom 1 (C): -0.463, atom 2 (C): -0.403, atom 3 (S): -0.207, atom 4 (C): -0.955

***

This record from OMol25 describes a single C7H8 molecule. The level of theory is ωB97M-V/def2-TZVPD.

XYZ file:
```
15
Properties=species:S:1:pos:R:3:forces:R:3
C 0.04716 -1.45832 0.07366 0.04 -0.06 -0.06
C -0.35549 -0.07761 0.60481 -0.01 -0.03 0.06
C 0.33280 1.09461 -0.14586 -0.04 0.09 -0.05
C 1.72197 0.83043 -0.52884 0.47 -0.07 -0.16
C 2.84677 0.60930 -0.89767 -0.41 0.09 0.16
C -1.81286 0.10302 0.52460 -0.44 0.05 -0.01
C -3.00324 0.23852 0.40125 0.43 -0.06 0.05
H -0.18523 -1.55050 -0.99236 0.00 0.02 0.14
H 1.12408 -1.60295 0.20020 -0.18 -0.01 -0.01
H -0.48813 -2.24492 0.61503 0.09 0.15 -0.10
H -0.05957 -0.02418 1.66023 -0.05 0.01 -0.13
H -0.23991 1.32498 -1.05269 0.11 -0.09 0.11
H 0.29029 1.99175 0.48297 -0.01 -0.13 -0.13
H 3.84133 0.41997 -1.23701 -0.17 0.03 0.09
H -4.06000 0.34591 0.29167 0.19 0.00 0.04
```
Forces are in eV/Å.

## Properties
Charge: 0
Energy relative to the best compared isomer or geometry (same formula, charge and spin): 3.735 eV
SMILES: C#CC[C@H](C)C#C
E_tot: -7385.012 eV
F_max: 0.50 eV/Å
E_LUMO: 0.991 eV
Gap between HOMO and LUMO: 0.40028 Eh

Here are the Mulliken charges for atoms 1 to 4, given in e: atom 1 (C): -1.393, atom 2 (C): 0.478, atom 3 (C): -0.884, atom 4 (C): -0.469

***

This record from OMol25 describes a single C4H6N2O molecule. The level of theory is ωB97M-V/def2-TZVPD.

XYZ file:
```
13
Properties=species:S:1:pos:R:3:forces:R:3
N -2.24553 -0.45437 0.30062 -0.07 -0.04 -0.03
C -0.90130 -0.05870 0.11617 -0.08 0.21 -0.20
C -0.33110 1.17054 -0.02768 0.22 -0.59 -0.38
C 1.10101 0.98986 -0.10287 -0.16 -0.16 -0.22
C 1.30066 -0.36644 -0.05159 -0.24 0.25 0.06
O 2.41099 -1.14587 -0.09166 0.16 0.12 0.04
N 0.09868 -0.99936 0.07232 0.05 -0.16 0.29
H -2.76820 -0.54617 -0.56211 0.10 -0.03 -0.02
H -2.73394 0.20220 0.89710 0.09 -0.12 -0.06
H -0.93949 1.97382 -0.37752 0.04 0.86 0.44
H 1.87106 1.74868 -0.21085 -0.25 -0.22 -0.01
H 3.17189 -0.55885 -0.16097 0.00 -0.13 -0.01
H -0.04990 -1.98530 0.20041 0.15 0.00 0.10
```
Forces are in eV/Å.

## Properties
Charge: 0
Energy relative to the best compared isomer or geometry (same formula, charge and spin): 1.019 eV
SMILES: Nc1ccc(O)[nH]1
E_tot: -9272.483 eV
F_max: 0.97 eV/Å
E_LUMO: 0.877 eV
Gap between HOMO and LUMO: 0.30688 Eh

Here are the Mulliken charges for atoms 1 to 4, given in e: atom 1 (N): -0.535, atom 2 (C): 0.216, atom 3 (C): -0.781, atom 4 (C): -0.355

***

This record from OMol25 describes a molecular structure, C38H50MnN3O2P2 at a distorted geometry. The level of theory is ωB97M-V/def2-TZVPD.

XYZ file:
```
96
Properties=species:S:1:pos:R:3:forces:R:3
Mn -0.12994 0.13760 -0.20522 -0.59 -0.09 -0.56
C -1.10861 1.20515 3.35989 0.00 -0.02 -0.16
C -0.60065 2.45607 2.64166 -0.34 -0.46 -0.38
C 0.02350 3.43786 3.62523 0.11 -0.08 -0.29
P 0.47826 1.84225 1.24697 1.17 1.96 1.67
C 1.28904 3.34172 0.47156 -0.34 -0.24 -0.44
C 0.30311 4.28129 -0.20279 -0.02 -0.05 0.16
C 2.29027 2.80075 -0.55411 0.06 -0.14 0.13
C 2.02702 1.18146 1.92569 -0.25 -0.93 -0.42
C 2.97302 1.88486 2.66045 0.18 -0.03 0.02
C 4.28372 1.44730 2.75045 -0.15 0.16 -0.02
C 5.30144 2.20532 3.54697 -0.02 -0.08 -0.05
C 4.64742 0.31387 2.02315 -0.15 0.07 0.06
C 3.71856 -0.41813 1.32043 -0.01 0.10 -0.32
C 2.36766 -0.03466 1.29652 0.44 1.01 0.85
N 1.37596 -0.76321 0.66222 -0.63 0.60 -0.53
C 1.48630 -2.13591 0.71903 -0.14 -1.52 -0.20
C 2.25876 -2.79629 1.69097 -0.28 0.26 0.08
C 2.43407 -4.16110 1.65821 -0.14 -0.17 -0.26
C 1.85800 -4.92679 0.65063 -0.04 -0.01 -0.01
C 2.06471 -6.41096 0.56893 -0.09 0.05 0.01
C 1.00977 -4.29044 -0.24650 0.24 -0.07 0.06
C 0.76135 -2.92769 -0.19888 0.32 0.72 0.28
P -0.62599 -2.07233 -1.07279 -0.44 -2.02 -0.10
C -0.53946 -3.00751 -2.69067 0.07 0.51 -0.37
C 0.82984 -2.72255 -3.30617 0.11 -0.13 0.17
C -1.63670 -2.70787 -3.69991 -0.02 -0.11 0.14
C -1.98768 -2.85919 -0.03022 -0.14 0.57 0.11
C -1.73606 -2.41218 1.41211 0.09 0.16 -0.12
C -2.13855 -4.37087 -0.08885 0.18 0.17 -0.13
H -1.78534 1.47029 4.17046 -0.05 0.03 0.05
H -0.27377 0.63960 3.77429 0.06 -0.05 0.09
H -1.64769 0.56405 2.66156 -0.04 -0.05 0.15
H -1.45250 2.94273 2.14824 0.08 -0.09 -0.07
H 0.72927 2.93300 4.28066 0.15 0.01 0.02
H -0.76294 3.85505 4.25195 -0.07 0.02 0.03
H 0.51571 4.26187 3.11314 0.09 0.12 0.07
H 1.81909 3.88098 1.26601 -0.10 -0.24 0.00
H -0.13173 3.80315 -1.07612 -0.11 -0.05 -0.09
H 0.81793 5.17922 -0.54029 0.07 0.09 0.00
H -0.49141 4.57363 0.47920 -0.16 0.10 -0.03
H 1.84631 1.95737 -1.09962 0.15 0.20 -0.12
H 3.20075 2.44586 -0.07818 0.08 -0.07 -0.01
H 2.55566 3.56719 -1.27913 -0.03 0.07 -0.07
H 2.69862 2.80267 3.15835 -0.03 0.15 0.02
H 4.84619 3.07736 4.01044 0.08 0.06 0.09
H 6.11776 2.53500 2.90572 0.08 0.08 0.02
H 5.72708 1.56865 4.32080 0.06 0.05 0.13
H 5.68517 0.01301 2.01757 0.11 -0.10 -0.04
H 4.03181 -1.27741 0.74321 0.01 -0.03 0.08
H 2.70679 -2.22517 2.49231 0.04 -0.07 -0.04
H 3.03562 -4.64577 2.41423 0.08 -0.01 0.09
H 2.88796 -6.72262 1.20683 0.06 -0.09 0.01
H 2.27759 -6.71598 -0.45559 0.02 -0.08 0.01
H 1.16321 -6.93238 0.89683 0.03 -0.12 -0.02
H 0.54531 -4.89641 -1.00949 -0.14 -0.07 -0.06
H -0.61330 -4.06805 -2.42926 0.09 0.15 0.21
H 0.92989 -1.65717 -3.50706 0.03 0.12 -0.10
H 0.94172 -3.25407 -4.25020 -0.03 -0.03 -0.06
H 1.63837 -3.02555 -2.64241 0.10 0.02 -0.05
H -1.58578 -1.67835 -4.04752 -0.17 -0.01 0.09
H -2.62349 -2.88352 -3.27857 0.00 0.18 -0.11
H -1.52297 -3.35788 -4.56859 0.15 -0.15 -0.03
H -2.91940 -2.41092 -0.37973 0.26 0.08 -0.07
H -0.98144 -3.04584 1.87704 0.07 0.05 0.11
H -2.65143 -2.46505 2.00132 -0.02 0.05 0.05
H -1.35745 -1.37375 1.43648 -0.20 -0.27 0.28
H -1.28000 -4.86598 0.35688 0.01 -0.14 0.03
H -2.26900 -4.72293 -1.10761 -0.06 -0.12 -0.13
H -3.02327 -4.65360 0.47903 -0.10 -0.03 0.05
O -3.78910 -0.63248 -3.67653 1.27 -1.24 -0.71
N -3.58812 -0.37999 -2.50700 -3.61 3.13 0.91
O -2.71012 -0.85881 -1.79163 1.88 -1.93 -0.18
C -0.79079 2.03958 -5.11111 0.09 -0.06 -0.05
C 0.13430 1.32611 -4.36058 0.09 0.03 -0.24
C -0.08472 1.10189 -3.01942 -0.20 0.00 0.61
C -1.25059 1.57166 -2.38042 0.42 -0.02 -1.34
C -2.20558 2.22546 -3.17873 0.12 -0.07 0.45
C -1.96477 2.46873 -4.51239 0.17 0.00 -0.10
N -1.41738 1.29421 -1.05155 0.81 0.04 0.67
C -2.44898 1.89651 -0.34760 -0.82 0.05 0.71
C -3.14743 1.12257 0.58848 0.32 -0.04 -0.31
C -4.15763 1.66135 1.35742 -0.06 0.18 0.22
C -4.50320 2.99753 1.22259 -0.07 -0.17 0.08
C -3.82509 3.77902 0.30167 -0.01 0.09 0.05
C -2.81821 3.24604 -0.47694 0.24 -0.22 0.03
H -0.60565 2.24233 -6.15382 0.02 -0.03 -0.13
H 1.03007 0.94136 -4.82966 0.06 0.01 -0.01
H 0.64940 0.52247 -2.42999 -0.15 0.24 -0.36
H -3.14848 2.50731 -2.73779 -0.05 -0.03 -0.11
H -2.70987 2.98849 -5.09779 -0.07 -0.01 -0.03
H -2.90469 0.06797 0.65014 -0.11 -0.02 -0.06
H -4.67825 1.03591 2.06864 -0.07 -0.06 0.03
H -5.30458 3.41689 1.81051 -0.07 0.05 0.08
H -4.07800 4.82406 0.19356 -0.04 0.08 -0.04
H -2.30557 3.88374 -1.17822 0.02 0.01 -0.08
```
Forces are in eV/Å.

## Properties
<S²>: 6.092
Charge: 0
E_tot: -98678.213 eV
Spin multiplicity: 5
F_max: 4.86 eV/Å
E_LUMO (alpha / beta): -0.857 / -0.641 eV
Gap between HOMO and LUMO (alpha / beta): 0.18748 / 0.19838 Eh

Here are the Mulliken charges for atoms 1 to 4, given in e: atom 1 (Mn): -1.119, atom 2 (C): -1.289, atom 3 (C): 1.195, atom 4 (C): -1.707

***

This record from OMol25 describes a molecular structure, C25H22AlBClF5KNaO22S3 at a distorted geometry. The level of theory is ωB97M-V/def2-TZVPD.

XYZ file:
```
82
Properties=species:S:1:pos:R:3:forces:R:3
O 6.68441 0.59817 0.29323 1.03 -0.95 -0.32
C 6.42529 0.71753 -0.87276 -1.16 1.33 -0.71
O 7.12949 0.08452 -1.89185 -0.90 -0.75 1.63
C 5.23590 1.55400 -1.35112 0.23 -0.37 0.44
C 4.11337 0.54383 -1.61697 1.91 0.10 -1.47
O 4.10184 -0.52401 -0.63128 -1.44 -0.01 -0.49
S 2.79747 -1.39361 -1.12254 -0.52 -1.11 -0.07
O 3.02242 -2.09574 -2.34986 0.75 1.31 0.49
O 2.36774 -2.19568 -0.03002 -0.09 1.25 0.03
O 1.86519 -0.09686 -1.42833 0.67 -1.06 -0.23
C 2.67222 1.01870 -1.93645 0.19 -0.91 1.59
S 1.97875 2.44381 -1.04753 0.14 0.66 -0.32
H 6.48911 -0.11711 -2.60203 0.62 0.74 -0.51
H 4.96698 2.32695 -0.62216 0.14 -0.40 0.01
H 5.56249 2.02737 -2.28110 -0.47 0.31 -0.41
H 4.46776 0.00942 -2.52506 -0.57 0.34 0.02
H 2.67300 1.12516 -3.03108 -0.70 0.20 0.40
H 1.40916 1.84500 0.02891 0.49 -0.27 -0.46
Na 7.00627 -1.83173 -0.30919 -0.01 0.32 0.06
C -0.76874 4.92814 6.17328 -0.88 -0.32 0.21
C -1.93066 4.63200 6.84364 0.50 0.35 0.09
C -2.84560 3.72896 6.28812 -0.17 -0.04 0.03
C -2.58975 3.13904 5.05108 0.29 0.29 0.06
C -1.42903 3.44377 4.35300 -0.77 0.21 0.00
C -0.47966 4.34492 4.92713 1.57 -0.99 -0.19
C -1.17660 2.85707 2.99811 0.21 -0.15 -0.73
O -0.16321 3.13588 2.39750 -0.02 0.30 0.11
C -2.19605 1.95296 2.42300 -0.14 0.02 0.20
C -2.00759 1.44099 1.14342 0.02 -0.06 -0.11
C -2.94658 0.58159 0.59756 -0.03 0.01 0.07
C -4.07539 0.22202 1.32922 0.08 0.06 0.01
C -4.27347 0.73317 2.60193 -0.10 -0.09 -0.07
C -3.34156 1.60597 3.14958 0.15 0.07 -0.06
C -3.58317 2.17220 4.49402 -0.68 -0.46 -0.12
O -4.55932 1.87646 5.14353 0.20 0.15 0.16
H -0.05544 5.63550 6.61221 -0.34 -0.86 -1.68
H -2.14790 5.09836 7.80124 -0.14 -0.04 -0.03
H -3.76110 3.49676 6.81706 -0.02 -0.09 -0.12
H 0.42288 4.60285 4.38743 -0.65 0.82 -0.62
H -1.13083 1.71526 0.57238 0.00 0.05 0.09
H -2.80016 0.18761 -0.39974 0.01 0.00 0.03
H -4.80339 -0.45516 0.90208 0.02 0.01 0.01
H -5.15404 0.45692 3.16626 0.05 0.10 0.07
C 2.15970 -4.47264 -3.74608 -0.04 0.01 -0.56
C 1.05057 -5.47150 -4.00078 0.37 0.04 0.62
O 0.16800 -4.99775 -5.04482 -0.17 0.04 -0.52
C 0.57728 -5.18629 -6.28995 0.36 -0.25 0.97
O 1.60583 -5.70299 -6.62260 -0.15 0.11 -0.42
C -0.48468 -4.67473 -7.27039 -0.60 0.30 -0.63
F -0.95452 -3.46515 -6.91479 0.18 -0.17 0.06
F -1.53348 -5.51073 -7.32448 0.24 0.03 0.13
F 0.00238 -4.56153 -8.51192 0.10 -0.09 0.29
H 1.74054 -3.49541 -3.52528 -0.08 -0.10 0.08
H 2.77534 -4.79398 -2.90641 -0.11 -0.03 0.05
H 2.80267 -4.35657 -4.62195 0.04 -0.08 0.04
H 0.44639 -5.57968 -3.10362 -0.17 0.00 -0.38
H 1.44224 -6.45694 -4.25002 -0.11 0.05 -0.21
O -3.48377 6.68591 4.25930 0.37 -0.07 0.32
H -4.37085 6.41395 3.97977 -0.26 -0.02 -0.24
H -3.01712 5.84889 4.33659 -0.06 0.01 -0.12
O -5.83670 5.41263 3.14384 0.42 0.09 0.40
S -7.16758 5.74101 3.69513 -0.06 -0.37 -0.18
O -8.14668 4.72382 3.27290 1.05 -0.66 0.28
O -7.59605 7.06604 3.20555 -0.07 -0.05 0.12
O -7.07208 5.76722 5.16667 0.45 0.04 0.01
Al 0.45314 6.50806 8.00177 0.48 0.90 1.52
Cl 0.95999 2.62998 5.14086 0.04 -0.17 0.83
C 6.71898 2.85001 -4.72201 0.03 -0.18 -0.01
O 7.08816 1.66153 -4.90945 -0.34 -0.18 0.48
O 7.48775 3.78027 -5.38953 -0.03 -0.53 0.05
O 5.78292 3.27112 -4.02648 -0.16 -0.13 0.35
H 8.08740 3.13923 -5.80499 0.30 0.59 -0.31
K -9.94781 6.00877 2.85894 -1.49 0.87 -0.44
B -2.68552 -8.82944 -1.89097 -1.27 -0.54 -0.56
O -1.79795 -7.71444 -2.32502 0.46 -0.01 0.43
C -0.76695 -7.66718 -1.50892 -0.07 0.94 -1.05
O 0.13980 -6.87280 -1.58559 0.03 -0.20 0.43
C -0.90417 -8.75493 -0.47355 -0.24 -1.19 1.03
O -0.12763 -8.98018 0.41847 0.09 0.20 -0.11
O -2.01932 -9.42350 -0.70222 0.47 0.46 -0.07
F -2.80046 -9.77968 -2.91003 0.11 0.28 0.27
F -3.94822 -8.33342 -1.54380 0.39 -0.05 -0.04
```
Forces are in eV/Å.

## Properties
Charge: 0
E_tot: -157953.615 eV
F_max: 2.41 eV/Å
E_LUMO: -6.912 eV
Gap between HOMO and LUMO: 0.03616 Eh

Here are the Mulliken charges for atoms 1 to 4, given in e: atom 1 (O): -0.553, atom 2 (C): 0.292, atom 3 (O): -0.479, atom 4 (C): 0.061